[1]
This record from the Open Molecules 2025 dataset describes 7 unconnected molecules or ions with the total composition H14O7. The level of theory is ωB97M-V/def2-TZVPD.

Geometry as ORCA input:
```
! RIJCOSX wB97M-V def2-TZVPD def2/J DEFGRID3
* xyz 0 1
O -0.63 -4.86 1.41
H -1.11 -5.47 1.98
H -0.86 -5.13 0.52
O -0.75 4.38 -4.65
H -0.55 5.12 -5.23
H 0.03 4.28 -4.10
O 2.22 -3.03 -3.68
H 1.78 -3.88 -3.69
H 2.85 -3.07 -4.40
O -4.44 1.64 3.47
H -3.69 1.07 3.66
H -5.07 1.45 4.16
O 0.09 1.31 0.20
H 0.02 0.37 0.05
H 0.03 1.40 1.16
O -0.80 -1.33 4.30
H -0.76 -1.67 5.19
H -0.55 -2.08 3.75
O 4.03 3.48 -1.61
H 4.77 3.25 -1.05
H 3.39 2.78 -1.46
*
```

SMILES: O.O.O.O.O.O.O
Total energy: -535.0404 a.u.

***

[2]
This record from the Open Molecules 2025 dataset describes 7 unconnected molecules or ions with the total composition H14O7. The level of theory is ωB97M-V/def2-TZVPD.

Geometry as ORCA input:
```
! RIJCOSX wB97M-V def2-TZVPD def2/J DEFGRID3
* xyz 0 1
O -24.35 20.48 17.15
H -23.57 20.42 17.71
H -24.04 20.17 16.29
O -22.82 25.92 17.24
H -23.73 26.17 17.44
H -22.33 26.17 18.02
O -19.24 26.92 20.22
H -19.67 27.73 20.50
H -18.54 26.80 20.86
O -20.87 21.94 20.34
H -20.61 22.86 20.37
H -21.23 21.76 21.21
O -22.39 23.12 24.99
H -23.05 23.58 24.48
H -21.95 23.81 25.49
O -23.47 19.06 27.08
H -22.73 18.65 27.53
H -23.09 19.78 26.59
O -18.63 23.06 14.30
H -19.31 23.26 14.94
H -19.08 22.58 13.61
*
```

SMILES: O.O.O.O.O.O.O
Total energy: -535.0398 a.u.

***

[3]
This record from the Open Molecules 2025 dataset describes 7 unconnected molecules or ions with the total composition H14O7 at a distorted geometry. The level of theory is ωB97M-V/def2-TZVPD.

Geometry as ORCA input:
```
! RIJCOSX wB97M-V def2-TZVPD def2/J DEFGRID3
* xyz 0 1
O 1.68 0.81 2.31
H 1.01 1.11 2.80
H 1.63 -0.09 2.08
O 1.75 1.79 -1.58
H 1.27 2.46 -1.00
H 1.29 0.97 -1.30
O -0.73 -2.10 -2.36
H -0.99 -1.32 -2.79
H -0.57 -1.57 -1.50
O 1.85 -2.03 1.56
H 2.43 -2.67 1.46
H 1.02 -2.47 1.53
O -1.11 1.44 1.07
H -1.50 1.49 1.96
H -1.95 1.45 0.52
O 0.63 -0.41 -0.52
H 1.30 -0.90 0.06
H -0.07 0.08 0.20
O -3.02 0.66 -1.19
H -3.48 1.14 -1.72
H -2.43 0.13 -1.60
*
```

SMILES: O.O.O.O.O.O.O
Total energy: -535.0055 a.u.

***

What did we get for LUMO level? Answer: 0.0131 0.0059 0.0023 Eh, in the order shown.
What did we get for orbital gap? Answer: 0.4267 0.4245 0.3754 hartree, in the order shown.
What did we get for ΔE to the lowest compared entry with this formula, charge and spin? Answer: 52.3 52.7 74.3 kcal per mole, in the order shown.